# 1
Formula: C45H62AsNO4P2SScSi
Source: the OMol25 dataset
Level of theory: ωB97M-V with the def2-TZVPD basis set

As for the gap between HOMO and LUMO: 7.326 eV. As for the LUMO energy: -2.0 eV. The strongest force on any atom comes out at 0.012 Eh/bohr. Its net charge is +1. For the molar mass, the calculation gives 922.97 u. As for the HOMO energy: -9.4 eV.

```
118
C45H62AsNO4P2SScSi, DFT ωB97M-V with the def2-TZVPD basis set
Sc -0.967 -0.564 0.266
C 0.965 3.444 -0.085
N 2.147 2.641 -0.283
C 2.512 1.751 0.794
P 1.841 0.017 0.582
C 2.541 -0.395 -1.044
C 3.661 -1.194 -1.258
C 4.136 -1.399 -2.544
C 3.501 -0.806 -3.627
C 2.373 -0.024 -3.425
C 1.890 0.171 -2.141
C 2.743 -0.830 1.903
C 2.005 -1.522 2.860
C 2.643 -2.143 3.925
C 4.023 -2.072 4.039
C 4.767 -1.373 3.097
C 4.131 -0.748 2.036
C 3.166 3.189 -1.097
C 4.290 2.427 -1.433
C 5.274 2.947 -2.255
C 5.168 4.231 -2.772
C 4.058 4.989 -2.444
C 3.067 4.484 -1.611
P -0.479 2.548 0.692
C -0.292 3.088 2.430
C -0.371 4.433 2.804
C -0.114 4.818 4.109
C 0.248 3.870 5.059
C 0.354 2.537 4.696
C 0.081 2.148 3.390
C -1.807 3.608 0.008
C -2.809 4.186 0.783
C -3.821 4.934 0.191
C -3.843 5.118 -1.183
C -2.858 4.532 -1.969
C -1.859 3.774 -1.380
H 0.623 3.795 -1.056
H 1.147 4.334 0.535
H 2.181 2.131 1.765
H 3.595 1.664 0.858
H 4.157 -1.675 -0.425
H 5.003 -2.028 -2.701
H 3.878 -0.965 -4.629
H 1.867 0.429 -4.268
H 1.000 0.776 -1.998
H 0.927 -1.585 2.772
H 2.061 -2.687 4.657
H 4.523 -2.560 4.866
H 5.843 -1.314 3.189
H 4.725 -0.202 1.313
H 4.384 1.408 -1.084
H 6.130 2.331 -2.503
H 5.938 4.631 -3.417
H 3.958 5.998 -2.825
H 2.234 5.123 -1.357
H -0.633 5.188 2.073
H -0.185 5.863 4.385
H 0.457 4.175 6.076
H 0.653 1.794 5.425
H 0.168 1.105 3.122
H -2.803 4.070 1.860
H -4.586 5.383 0.811
H -4.621 5.717 -1.640
H -2.869 4.668 -3.044
H -1.112 3.305 -2.012
C -3.163 0.921 3.286
S -2.715 -0.520 2.390
O -3.312 -1.648 3.017
O -3.074 -0.288 0.956
O -1.212 -0.556 2.323
H -4.239 0.872 3.442
H -2.883 1.806 2.719
H -2.640 0.899 4.240
C -4.564 -1.270 -2.080
As -3.417 0.251 -2.009
C -3.209 0.865 -3.804
C -4.470 1.522 -1.047
O -1.827 -0.002 -1.460
H -5.444 -0.917 -2.621
H -4.844 -1.572 -1.075
H -4.109 -2.101 -2.608
H -4.183 1.125 -4.216
H -2.757 0.069 -4.392
H -2.559 1.737 -3.810
H -5.257 1.829 -1.736
H -3.892 2.384 -0.735
H -4.898 1.021 -0.183
C -0.518 -4.051 1.895
Si -0.696 -3.416 0.116
C 0.834 -4.096 -0.847
C 1.024 -3.372 -2.185
C 2.062 -3.843 0.034
C 0.803 -5.603 -1.123
C -2.331 -4.243 -0.497
C -3.506 -3.515 0.163
C -2.434 -4.135 -2.021
C -2.487 -5.721 -0.105
H -0.502 -5.145 1.919
H -1.355 -3.716 2.514
H 0.401 -3.705 2.370
H 1.083 -2.288 -2.062
H 0.211 -3.581 -2.882
H 1.956 -3.697 -2.664
H 2.124 -2.808 0.369
H 2.980 -4.069 -0.521
H 2.052 -4.472 0.928
H 0.054 -5.876 -1.867
H 0.615 -6.187 -0.218
H 1.775 -5.921 -1.519
H -3.474 -2.435 0.010
H -3.518 -3.676 1.243
H -4.459 -3.887 -0.236
H -2.173 -3.136 -2.385
H -3.449 -4.379 -2.360
H -1.757 -4.835 -2.515
H -2.488 -5.850 0.979
H -1.717 -6.365 -0.520
H -3.452 -6.091 -0.472
```

Atomic partial charges in e from the Löwdin method, atoms 1 to 8: Sc 0.7047; C -0.3002; N -0.1812; C -0.2845; P 1.0466; C -0.3999; C -0.1045; C -0.0624

# 2
Formula: C45H62BClN2O17S
Source: the OMol25 dataset
Level of theory: ωB97M-V with the def2-TZVPD basis set

Its SMILES is C#Cc1c(Cl)c(B(O)CC)c2c(c1CCC(=O)Nc1ccccc1)Sc1ccccc1N2.CCOC(=O)OC.CCOC(=O)OC.CCOC(=O)OC.CCOC(=O)OC.CCOC(=O)OC. As for the gap between HOMO and LUMO: 8.373 eV. As for the LUMO energy: 0.5 eV. The strongest force on any atom comes out at 0.039 Eh/bohr. Its net charge is 0. For the molar mass, the calculation gives 981.32 u. The relative energy (zero: lowest compared OMol25 entry of this formula, charge and spin) is 0.0 kJ/mol. As for the HOMO energy: -7.9 eV.

```
129
C45H62BClN2O17S, DFT ωB97M-V with the def2-TZVPD basis set
C 3.190 -1.175 7.124
C 2.262 -0.688 6.507
C 1.088 0.177 6.240
C -0.094 -0.479 5.799
Cl -0.078 -2.236 5.620
C -1.277 0.245 5.535
B -2.554 -0.603 5.059
O -3.379 -1.153 6.015
C -2.792 -0.803 3.492
C -1.443 -0.772 2.687
C -1.286 1.657 5.725
C -0.099 2.273 6.165
C 1.110 1.574 6.410
C 2.397 2.300 6.849
C 3.111 3.062 5.701
C 3.652 2.175 4.572
O 3.293 1.038 4.353
N 4.622 2.733 3.663
C 5.759 3.330 4.361
C 6.507 2.573 5.289
C 7.584 3.209 5.945
C 7.891 4.545 5.628
C 7.152 5.295 4.698
C 6.066 4.671 4.040
S -0.118 4.066 6.440
C -1.430 4.581 5.328
C -1.445 5.893 4.817
C -2.453 6.349 3.945
C -3.443 5.406 3.573
C -3.428 4.094 4.083
C -2.433 3.650 4.989
N -2.540 2.308 5.475
H 4.117 -1.618 7.464
H -3.109 -0.886 6.905
H -3.506 -0.022 3.159
H -3.284 -1.787 3.311
H -0.894 0.180 2.797
H -0.828 -1.650 2.949
H -1.718 -0.896 1.616
H 3.059 1.636 7.430
H 2.051 3.082 7.565
H 2.449 3.836 5.257
H 3.945 3.632 6.165
H 4.999 1.945 3.134
H 6.266 1.523 5.501
H 8.161 2.653 6.694
H 8.730 5.053 6.133
H 7.371 6.339 4.447
H 5.430 5.199 3.318
H -0.683 6.638 5.101
H -2.489 7.374 3.556
H -4.234 5.723 2.875
H -4.239 3.439 3.732
H -3.186 2.225 6.255
C 11.813 -2.574 8.142
C 12.047 -1.339 7.296
O 11.399 -1.446 6.022
C 10.079 -1.253 6.028
O 9.405 -0.988 6.990
O 9.630 -1.422 4.782
C 8.210 -1.337 4.663
H 12.111 -3.472 7.598
H 12.384 -2.517 9.070
H 10.759 -2.687 8.395
H 13.111 -1.234 7.091
H 11.726 -0.432 7.811
H 7.834 -0.409 5.092
H 7.744 -2.197 5.143
H 7.963 -1.354 3.604
C 0.441 -2.403 -2.913
C 0.124 -0.984 -3.337
O -1.117 -0.922 -4.056
C -2.219 -1.002 -3.309
O -2.259 -1.106 -2.111
O -3.277 -0.966 -4.126
C -4.529 -1.141 -3.461
H 0.421 -3.073 -3.775
H 1.427 -2.453 -2.448
H -0.294 -2.777 -2.200
H 0.895 -0.627 -4.020
H 0.108 -0.302 -2.485
H -4.645 -0.430 -2.644
H -4.615 -2.163 -3.093
H -5.319 -0.964 -4.188
C -11.889 -1.624 -4.669
C -10.769 -0.820 -4.042
O -9.483 -1.349 -4.396
C -9.064 -1.065 -5.631
O -9.654 -0.408 -6.448
O -7.878 -1.657 -5.811
C -7.355 -1.514 -7.134
H -11.789 -2.681 -4.416
H -12.859 -1.267 -4.319
H -11.869 -1.551 -5.756
H -10.837 -0.883 -2.957
H -10.833 0.236 -4.309
H -7.316 -0.468 -7.435
H -7.957 -2.090 -7.835
H -6.342 -1.912 -7.136
C 0.916 1.706 -7.479
C 2.257 1.189 -7.954
O 3.302 2.134 -7.685
C 3.714 2.194 -6.417
O 3.304 1.527 -5.502
O 4.653 3.141 -6.333
C 5.118 3.379 -5.004
H 0.711 2.690 -7.907
H 0.116 1.023 -7.765
H 0.899 1.819 -6.395
H 2.234 1.052 -9.034
H 2.495 0.220 -7.511
H 5.452 2.456 -4.531
H 4.332 3.848 -4.412
H 5.962 4.062 -5.070
C -4.735 -7.280 -10.495
C -5.842 -6.406 -11.048
O -6.968 -6.362 -10.162
C -6.824 -5.585 -9.087
O -5.856 -4.923 -8.813
O -7.936 -5.682 -8.353
C -7.875 -4.968 -7.117
H -5.117 -8.274 -10.256
H -3.925 -7.376 -11.219
H -4.325 -6.864 -9.575
H -6.206 -6.828 -11.985
H -5.488 -5.396 -11.265
H -7.600 -3.929 -7.275
H -7.169 -5.452 -6.443
H -8.864 -5.001 -6.664
```

Atomic partial charges in e from the Löwdin method, atoms 1 to 8: C 0.1259; C -0.1237; C -0.1973; C -0.4949; Cl 0.7518; C -0.0771; B -0.4859; O 0.1419

# 3
Formula: C45H62CsGeN7P2
Source: the OMol25 dataset
Level of theory: ωB97M-V with the def2-TZVPD basis set

As for the gap between HOMO and LUMO: 5.251 eV. As for the LUMO energy: 0.1 eV. The strongest force on any atom comes out at 0.026 Eh/bohr. Its net charge is 0. For the molar mass, the calculation gives 968.50 u. The relative energy (zero: lowest compared OMol25 entry of this formula, charge and spin) is 99.8 kJ/mol. As for the HOMO energy: -5.1 eV.

```
118
C45H62CsGeN7P2, DFT ωB97M-V with the def2-TZVPD basis set
Cs -1.077 0.189 -1.330
C -2.554 -3.623 2.260
N -2.697 -2.675 1.176
C -1.804 -2.899 0.057
C -3.353 -1.485 1.331
N -2.910 -0.428 0.721
C -3.766 0.591 0.281
C -5.066 0.298 -0.149
C -5.920 1.261 -0.651
C -5.479 2.572 -0.758
C -4.184 2.876 -0.385
C -3.302 1.919 0.127
N -1.968 2.307 0.344
C -1.698 3.393 0.992
N -0.600 4.128 0.637
C -0.034 3.967 -0.685
C 0.236 4.788 1.617
N -2.399 3.870 2.074
C -3.212 2.960 2.846
C -2.696 5.276 2.236
N -4.430 -1.535 2.198
C -4.871 -0.363 2.914
C -5.404 -2.606 2.125
H -2.998 -4.592 2.009
H -3.029 -3.241 3.159
H -1.491 -3.783 2.469
H -1.937 -3.917 -0.315
H -0.756 -2.765 0.350
H -2.033 -2.215 -0.753
H -5.399 -0.731 -0.104
H -6.913 0.983 -0.978
H -6.123 3.341 -1.162
H -3.811 3.886 -0.517
H -0.827 3.740 -1.393
H 0.712 3.164 -0.732
H 0.447 4.902 -0.976
H 0.194 5.878 1.529
H 1.275 4.478 1.483
H -0.079 4.507 2.620
H -2.769 1.967 2.790
H -4.245 2.906 2.484
H -3.217 3.287 3.888
H -2.205 5.852 1.455
H -2.361 5.646 3.210
H -3.775 5.441 2.156
H -4.032 0.313 3.046
H -5.231 -0.670 3.899
H -5.674 0.173 2.397
H -5.072 -3.364 1.421
H -6.367 -2.213 1.778
H -5.557 -3.072 3.102
C 1.831 1.416 1.079
N 2.620 0.297 0.527
P 2.729 0.565 -1.197
C 4.275 1.526 -1.274
C 5.261 1.493 -0.292
C 6.407 2.261 -0.422
C 6.582 3.064 -1.540
C 5.605 3.102 -2.526
C 4.453 2.344 -2.387
C 3.203 -0.998 -1.992
C 4.513 -1.337 -2.320
C 4.769 -2.463 -3.085
C 3.720 -3.252 -3.539
C 2.413 -2.924 -3.217
C 2.157 -1.797 -2.452
P 2.178 -1.208 1.282
C 3.560 -2.329 0.849
C 4.892 -2.010 1.110
C 5.900 -2.911 0.817
C 5.585 -4.147 0.266
C 4.265 -4.473 0.004
C 3.256 -3.566 0.296
C 2.714 -0.886 3.011
C 2.215 -1.749 3.980
C 2.616 -1.638 5.302
C 3.512 -0.647 5.674
C 4.008 0.228 4.719
C 3.613 0.109 3.396
H 2.280 2.359 0.754
H 1.857 1.404 2.166
H 0.780 1.402 0.767
H 5.118 0.858 0.572
H 7.171 2.230 0.345
H 7.478 3.661 -1.644
H 5.736 3.729 -3.398
H 3.685 2.386 -3.152
H 5.334 -0.715 -1.985
H 5.790 -2.724 -3.329
H 3.926 -4.121 -4.152
H 1.579 -3.512 -3.577
H 1.125 -1.576 -2.207
H 5.142 -1.055 1.553
H 6.931 -2.655 1.023
H 6.373 -4.854 0.038
H 4.017 -5.428 -0.438
H 2.225 -3.821 0.087
H 1.505 -2.518 3.697
H 2.224 -2.323 6.043
H 3.824 -0.557 6.707
H 4.706 1.006 5.002
H 4.008 0.786 2.651
C -4.211 -1.777 -3.165
Ge -2.807 -1.120 -4.405
C -3.018 0.863 -4.427
C -3.415 -1.659 -6.218
C -1.106 -1.649 -3.743
H -5.215 -1.535 -3.516
H -4.090 -1.329 -2.176
H -4.135 -2.860 -3.056
H -3.888 1.122 -5.032
H -2.141 1.344 -4.865
H -3.185 1.293 -3.435
H -4.419 -1.288 -6.430
H -3.422 -2.746 -6.305
H -2.737 -1.268 -6.977
H -0.318 -1.364 -4.455
H -1.092 -2.748 -3.670
```

Atomic partial charges in e from the Löwdin method, atoms 1 to 8: Cs 1.0686; C -0.0525; N -0.1444; C -0.0724; C -0.3796; N 0.0080; C -0.3167; C -0.0555

| no. | total energy (a.u.) |
| --- | --- |
| 1 | -6474.4892 |
| 2 | -4023.8101 |
| 3 | -4914.9098 |